No. 1
The following is a quantum chemistry calculation of a cluster of 7 separate species, C23H61Cl2N3O9 in total at a distorted geometry, from OMol25.

Geometry as XYZ:
```
98
Properties=species:S:1:pos:R:3:forces:R:3
C -0.332030 13.523730 -27.520400 -1.597 0.038 0.903
O -1.550180 14.323810 -27.288230 1.441 -0.149 0.972
C -1.231280 15.573570 -26.646240 1.603 -0.488 -0.019
C -2.382670 16.219440 -25.987440 -1.673 -0.772 1.044
N -3.472980 16.415340 -26.902580 0.962 2.178 -1.468
C -3.068810 17.642470 -27.648800 -3.326 1.096 -1.737
C -4.284980 18.133280 -28.554800 0.982 0.873 2.214
O -4.614870 17.240890 -29.520790 -0.039 -0.838 -2.848
C -4.239740 17.662320 -30.871790 -0.695 -0.196 0.750
H 0.152580 13.770940 -28.464940 -0.187 -0.139 -0.041
H -0.693160 12.501360 -27.408900 0.072 -0.097 -0.881
H 0.386970 13.567440 -26.702340 0.028 0.727 0.115
H -0.738620 16.144220 -27.433480 -0.079 0.700 0.177
H -0.534750 15.506340 -25.810520 0.677 -0.801 -0.165
H -2.136950 17.135010 -25.449440 0.321 0.037 -0.197
H -2.864230 15.576600 -25.250580 0.848 -0.539 0.517
H -3.279970 15.640810 -27.521410 -0.995 -0.272 -0.669
H -2.235910 17.602800 -28.350800 0.499 -0.401 0.393
H -2.986930 18.491980 -26.970760 0.549 -0.243 0.347
H -4.131570 19.126000 -28.977970 0.721 0.197 -0.102
H -5.123150 18.348450 -27.892010 -0.347 -0.620 0.239
H -3.600500 16.938500 -31.377310 0.171 -0.067 0.363
H -3.778850 18.649710 -30.844280 0.266 -0.123 0.027
H -5.134260 17.766050 -31.485950 -0.219 -0.108 0.127
C -8.872390 10.514740 -13.842560 -0.675 0.076 -2.262
O -8.543860 10.392110 -15.288940 0.040 0.797 1.598
C -7.409490 11.200920 -15.647310 -0.562 -0.939 -0.633
C -7.196570 11.140910 -17.192000 0.423 0.815 0.814
N -7.958950 12.142090 -17.972930 -0.259 -1.396 1.139
C -9.373540 11.760070 -18.054300 0.159 1.325 -1.953
C -9.976920 12.929980 -18.906840 -1.298 -1.202 0.704
O -10.070420 14.077220 -18.078380 -0.763 1.455 -0.472
C -10.915260 15.206570 -18.524640 0.875 -0.729 0.125
H -8.346470 9.752480 -13.267690 0.133 0.361 0.122
H -9.952640 10.377010 -13.795700 0.034 -0.571 0.061
H -8.784590 11.552170 -13.519850 0.778 -0.061 0.212
H -6.548220 10.853120 -15.076930 0.364 -0.217 -0.199
H -7.547980 12.237830 -15.341130 -0.271 0.292 -0.035
H -7.380480 10.145500 -17.596290 -0.246 -0.029 0.174
H -6.134050 11.321140 -17.355260 0.124 0.130 -0.058
H -8.055700 12.981590 -17.419780 0.790 0.491 0.094
H -9.877480 11.599750 -17.101170 -0.079 0.359 0.116
H -9.474760 10.828500 -18.611100 0.053 -0.032 -0.193
H -10.960750 12.589480 -19.229680 -0.556 0.228 0.075
H -9.437840 13.081740 -19.841960 0.569 0.184 0.204
H -11.153320 15.819930 -17.655600 -0.175 -0.529 0.221
H -11.811030 14.900100 -19.064810 -0.142 -0.430 0.345
H -10.435670 15.923590 -19.190950 0.716 -0.373 -0.261
C -3.232890 3.782560 -20.003470 -0.155 -0.829 -0.606
O -3.337490 4.934870 -20.821200 0.546 0.188 0.990
C -2.484330 6.005070 -20.414670 1.409 -0.636 0.946
C -2.689950 7.143410 -21.348770 -0.590 0.700 2.297
N -2.199730 6.806980 -22.607780 -0.632 0.447 -2.716
C -2.761230 7.690070 -23.689340 0.667 -1.058 -0.686
C -4.130030 7.181730 -24.165230 -0.314 -0.292 1.600
O -4.048770 5.766650 -24.407060 0.533 1.108 -1.108
C -4.949450 4.925840 -23.751420 0.299 -0.520 0.690
H -2.215830 3.442910 -19.807700 0.372 0.354 -0.222
H -3.707060 2.981400 -20.570400 -0.058 -0.031 -0.011
H -3.726740 3.792920 -19.031820 -0.252 0.744 0.084
H -1.426890 5.740730 -20.408080 0.332 -0.737 -0.750
H -2.541330 6.248150 -19.353650 -1.166 0.319 0.205
H -2.174630 8.040780 -21.006340 -0.187 0.102 0.378
H -3.768380 7.251770 -21.233350 -0.559 0.809 -0.585
H -2.659730 5.929360 -22.803420 0.504 -0.614 -0.460
H -2.105670 7.626040 -24.557810 0.304 -0.160 0.021
H -2.751680 8.751230 -23.440460 -0.310 -0.074 0.422
H -4.538420 7.766210 -24.989670 0.184 -0.289 -0.373
H -4.812750 7.326330 -23.327920 -0.360 0.043 0.107
H -4.937190 5.127120 -22.680240 -0.423 0.216 0.144
H -4.529730 3.922560 -23.824750 -0.056 -0.094 -0.247
H -5.961220 4.898150 -24.155970 -0.096 0.330 -0.110
Cl -1.053740 10.312950 -14.208710 0.901 0.835 0.459
C -0.139180 11.489560 -13.133180 -1.064 0.071 0.580
C -0.499450 12.960170 -13.387440 -0.372 -0.244 -0.822
Cl -2.282480 13.284300 -13.353860 0.440 -0.222 0.291
H 0.935310 11.306430 -13.138920 -0.096 0.042 -0.636
H -0.456250 11.227290 -12.123830 -0.140 -0.011 -0.073
H -0.228780 13.287830 -14.391180 0.267 -0.169 0.129
H -0.049750 13.637350 -12.661280 0.055 -0.302 0.060
C -5.890000 16.704100 -22.079000 1.179 -1.268 0.836
O -6.461950 16.532660 -23.336190 -0.667 0.586 -0.668
H -5.424560 15.750680 -21.829060 0.141 -0.261 0.510
H -5.047670 17.395650 -22.060930 -0.294 0.597 0.015
H -6.605280 16.891490 -21.278150 -0.215 0.380 -0.454
H -5.728650 16.468650 -23.952440 -0.138 -0.060 -0.285
C -1.926200 12.846100 -19.377880 -2.431 0.132 0.683
O -2.187910 12.792690 -20.783020 1.415 0.247 0.211
H -1.522430 13.791760 -19.016220 0.625 -0.020 -0.822
H -2.905250 12.874610 -18.899610 -0.331 -0.015 0.291
H -1.469930 12.009060 -18.849400 0.706 -0.268 -0.831
H -2.962000 12.268020 -21.000060 -0.043 -0.089 0.439
C -6.833480 11.394820 -23.374090 0.669 0.662 -0.310
O -6.029960 11.487920 -22.155150 -1.270 -0.399 -1.132
H -6.125230 11.355120 -24.201680 0.020 0.055 0.052
H -7.533700 10.576750 -23.543110 0.307 -0.692 0.961
H -7.475120 12.260760 -23.537050 0.310 0.433 0.244
H -6.562000 11.988810 -21.532540 0.018 -0.045 0.264
```
Positions in Å, forces in eV/Å.

For the energy relative to the best compared isomer or geometry (same formula, charge and spin), the calculation gives 135.26 kJ/mol. Its structure (SMILES) is COCCNCCOC.COCCNCCOC.COCCNCCOC.ClCCCl.CO.CO.CO. The total energy is -2674.3956 hartree. Its HOMO energy is -8.728 eV.

No. 2
The following is a quantum chemistry calculation of a structure of composition C28H20BiF9N6O5Se at a distorted geometry, from OMol25.

Geometry as XYZ:
```
70
Properties=species:S:1:pos:R:3:forces:R:3
Bi 0.213325 0.202694 0.114772 0.712 0.498 0.549
C -2.693431 0.563681 3.747626 0.075 -0.087 -0.050
C -1.765547 1.024986 2.650073 -0.117 -0.196 0.343
O -1.034008 0.154448 2.156324 0.035 0.202 -0.167
C -1.764208 2.425914 2.276001 0.066 0.229 -0.332
C -2.239559 3.374667 3.205054 0.042 -0.112 0.004
C -2.223530 4.719514 2.945799 -0.054 0.101 0.109
C -1.737464 5.171492 1.714068 0.019 -0.096 0.041
C -1.296781 4.276217 0.773899 0.047 -0.022 -0.038
C -1.298665 2.884084 1.012465 -0.110 0.074 0.045
O -0.942951 2.104927 0.016056 0.129 -0.231 0.311
H -2.745338 -0.521898 3.721093 0.011 0.007 -0.003
H -3.688104 0.989267 3.631318 0.005 0.034 0.047
H -2.293210 0.860871 4.718873 -0.018 0.031 -0.003
H -2.590208 3.032867 4.169370 -0.030 0.005 -0.013
H -2.578817 5.421088 3.688128 0.030 -0.003 -0.002
H -1.704236 6.233915 1.507511 -0.016 -0.008 -0.039
H -0.924699 4.606634 -0.187336 -0.016 0.002 0.002
Se -5.120182 -2.650203 -4.939562 -0.337 -0.214 -0.293
N -4.132658 -1.191395 -4.969619 0.328 0.453 -0.006
C -3.408559 -1.190681 -3.879283 -0.312 -0.322 -0.129
C -2.419894 -0.188564 -3.564940 0.338 0.250 0.263
C -2.082975 0.860753 -4.418263 -0.072 -0.120 0.067
C -1.058776 1.716814 -4.071753 0.029 0.065 -0.024
C -0.372092 1.488886 -2.887434 0.014 -0.032 -0.077
N -0.694757 0.501738 -2.067134 -0.200 -0.188 -0.143
C -1.723126 -0.314626 -2.350651 -0.089 0.245 -0.541
C -2.031614 -1.359650 -1.391329 -0.367 -0.607 0.087
N -1.442433 -1.296781 -0.168138 -0.132 -0.151 -0.198
C -1.220940 -2.518453 0.506931 -0.352 0.270 -0.062
C -2.275592 -3.546299 0.270641 0.229 0.020 0.114
C -3.050157 -3.476820 -0.815800 -0.032 0.041 -0.070
C -2.886936 -2.386403 -1.742343 0.405 0.190 0.219
C -3.596997 -2.315480 -2.985353 -0.254 0.015 -0.348
N -4.473016 -3.206698 -3.394318 0.186 -0.111 0.440
H -2.635045 0.972461 -5.342156 0.031 0.023 -0.020
H -0.777829 2.544621 -4.706695 0.020 -0.019 -0.004
H 0.465579 2.104733 -2.588647 0.000 0.068 0.001
H -1.065100 -2.324248 1.567906 0.145 -0.049 -0.016
H -2.332783 -4.363919 0.976600 -0.106 0.002 -0.013
H -3.791929 -4.228590 -1.050544 -0.013 -0.021 0.095
C 3.563554 -2.132462 -3.119567 0.015 0.128 0.057
C 2.691709 -1.714868 -1.973124 0.161 -0.223 -0.274
N 2.650395 -0.524921 -1.532877 -0.337 -0.024 0.339
O 3.473304 0.335179 -2.227001 0.206 0.082 -0.180
C 1.862090 -2.714728 -1.256215 -0.209 -0.313 0.133
C 2.253434 -4.159856 -1.210008 -0.038 0.081 0.088
N 0.816692 -2.272298 -0.677715 0.295 0.461 -0.078
O 0.095851 -3.153593 0.042646 -0.071 -0.404 -0.122
H 3.469067 -1.401609 -3.921751 0.029 -0.058 -0.024
H 3.303530 -3.118254 -3.492724 -0.027 -0.042 0.014
H 4.609676 -2.128993 -2.806330 0.005 -0.026 -0.038
H 3.664423 1.023418 -1.578503 -0.116 0.130 0.116
H 3.296642 -4.306792 -1.474911 0.019 -0.006 -0.026
H 1.621998 -4.740553 -1.886529 0.033 -0.016 -0.009
H 2.074971 -4.535293 -0.203338 0.049 -0.040 -0.022
F 5.146948 1.959794 3.173913 -0.121 -0.069 -0.119
C 4.513264 1.411543 2.121591 0.078 0.015 -0.086
F 5.266595 0.380847 1.695567 -0.077 0.125 0.027
F 4.514623 2.330795 1.141688 0.051 -0.124 0.048
C 3.043406 0.932484 2.403157 0.367 0.146 0.338
O 2.433731 0.678290 1.253939 -0.542 -0.019 -0.068
C 3.117690 -0.345286 3.310219 0.044 -0.186 -0.060
F 1.920551 -0.609476 3.873525 0.142 0.042 -0.081
F 4.016888 -0.253258 4.307527 -0.145 -0.025 -0.132
F 3.441876 -1.419677 2.575650 -0.051 0.129 0.119
C 2.327161 2.059909 3.220359 -0.093 0.106 0.021
F 1.009084 1.805526 3.321448 0.146 0.050 -0.043
F 2.794892 2.212951 4.472757 -0.093 -0.037 -0.165
F 2.441196 3.244615 2.597398 0.013 -0.116 0.083
```
Positions in Å, forces in eV/Å.

For the energy relative to the best compared isomer or geometry (same formula, charge and spin), the calculation gives 165.89 kJ/mol. The total energy is -5298.5476 hartree. Its HOMO energy is -7.965 eV.